A | {"formula": "C4H10OS", "method": "ωB97M-V/def2-TZVPD", "symbols": ["C", "C", "C", "C", "O", "S", "H", "H", "H", "H", "H", "H", "H", "H", "H", "H"], "coordinates": [[1.69921, -0.86570, 0.00497], [0.36777, 1.65301, 1.27023], [-0.97512, -0.98573, -1.69424], [-0.69788, 0.90401, 0.55443], [-0.56793, -1.89227, 0.86495], [0.01802, -0.83184, -0.03601], [2.09465, -1.67673, 0.42151], [2.21374, -0.52411, -0.88779], [0.40002, 1.27725, 2.28708], [1.40049, 1.44781, 0.86415], [-0.02901, 2.69235, 1.23293], [-1.92903, -0.60853, -1.64791], [-0.39126, -0.57335, -2.41359], [-1.11619, -2.04930, -1.66534], [-1.05005, 1.53667, -0.36586], [-1.43743, 0.49646, 1.21050]], "homo_lumo_gap_ev": 8.701, "e_homo_ha": -0.294}

=====

B | {"formula": "C4H10OS", "method": "ωB97M-V/def2-TZVPD", "symbols": ["S", "C", "C", "C", "C", "H", "H", "H", "H", "H", "H", "H", "H", "O", "H", "H"], "coordinates": [[0.49720, -0.65169, -1.57156], [-0.64750, -1.25392, -0.33076], [0.41446, 1.12497, -1.01403], [-1.50870, -0.08462, 0.09715], [-0.54882, 1.11390, 0.13544], [-1.25368, -2.10458, -0.69732], [-0.08961, -1.59792, 0.56136], [1.41765, 1.56877, -0.86536], [-0.07379, 1.66788, -1.84609], [-2.31320, 0.19595, -0.60960], [-1.98535, -0.35992, 1.05759], [0.02843, 0.95070, 1.06581], [-1.06180, 2.09081, 0.22463], [2.55760, -0.57570, 1.43971], [2.65121, -1.53039, 1.65898], [1.91590, -0.55425, 0.69405]], "homo_lumo_gap_ev": 9.529, "e_homo_ha": -0.321}

=====

The data favor B; the next most stable structure lies 98.4 kcal/mol above it.

=====

A | {"formula": "C4H3N", "method": "ωB97M-V/def2-TZVPD", "symbols": ["C", "C", "C", "C", "H", "H", "H", "N"], "coordinates": [[0.60044, -0.71843, -1.22862], [0.03088, 0.14431, -0.07753], [-0.35310, 0.60665, 0.92577], [-0.89476, 1.14602, 2.11022], [1.24092, -1.51827, -0.85021], [-0.13696, -1.12215, -1.93500], [1.17650, -0.13692, -1.86383], [-1.66393, 1.59880, 2.91920]], "homo_lumo_gap_ev": 11.247, "e_homo_ha": -0.393}

=====

B | {"formula": "C4H3N", "method": "ωB97M-V/def2-TZVPD", "symbols": ["C", "C", "C", "C", "N", "H", "H", "H"], "coordinates": [[-1.27703, 0.55623, -0.32855], [-0.04922, 0.96103, -0.09904], [1.22857, 1.11910, 0.16621], [1.47119, -0.18208, 0.33524], [1.55782, -1.38321, 0.45667], [-1.98286, 0.45183, 0.49092], [0.63042, -1.78763, 0.30961], [-1.57889, 0.26471, -1.33106]], "homo_lumo_gap_ev": 9.345, "e_homo_ha": -0.333}

=====

The data favor A; the next most stable structure lies 45.4 kcal/mol above it.

=====

A | {"formula": "C4H3N", "method": "ωB97M-V/def2-TZVPD", "symbols": ["C", "C", "C", "C", "N", "H", "H", "H"], "coordinates": [[1.64502, 1.15199, -2.38087], [0.10974, 0.22368, -0.43004], [-0.17117, -0.92482, 0.45288], [0.71028, 1.52949, -1.46499], [2.48959, 0.75337, -3.05175], [0.81012, -1.22437, 0.91817], [-1.15581, -1.35683, 0.38159], [0.58159, 2.36971, -0.90594]], "homo_lumo_gap_ev": [7.881, 8.857], "e_homo_ha": [-0.337, -0.349]}

=====

B | {"formula": "C4H3N", "method": "ωB97M-V/def2-TZVPD", "symbols": ["C", "C", "C", "C", "N", "H", "H", "H"], "coordinates": [[0.06422, 0.52942, -1.19491], [1.20292, 0.22130, -0.56739], [-0.83618, -0.40092, 1.23707], [-0.02142, 0.40430, 0.22192], [-1.86095, -0.90965, 0.82950], [-0.43606, 0.72533, -2.11457], [2.22109, -0.07910, -0.61250], [-0.33362, -0.49067, 2.20089]], "homo_lumo_gap_ev": [7.167, 8.743], "e_homo_ha": [-0.264, -0.314]}

=====

The data favor B; the next most stable structure lies 10.4 kcal/mol above it.

=====

A | {"formula": "C5H13N3O2", "method": "ωB97M-V/def2-TZVPD", "symbols": ["C", "C", "C", "O", "O", "H", "H", "H", "H", "H", "C", "C", "N", "N", "N", "H", "H", "H", "H", "H", "H", "H", "H"], "coordinates": [[1.02806, 2.00701, -0.16188], [2.28383, 2.79240, 0.32242], [0.95433, 2.07867, -1.66482], [1.02529, 3.07316, -2.34232], [0.83635, 0.89148, -2.25940], [1.19299, 0.99021, 0.18690], [0.17268, 2.44030, 0.35807], [2.21480, 3.87311, 0.35947], [3.16592, 2.33773, -0.12144], [2.37967, 2.48297, 1.37053], [-2.04959, -2.93186, 1.42170], [-0.87089, -1.44359, -0.16847], [-1.05464, -2.69080, 0.38298], [-1.45857, -0.37645, 0.49955], [0.09626, -1.23992, -1.02164], [-0.69899, -3.50129, -0.09213], [-1.11015, -0.05490, 1.38268], [-1.85805, 0.24647, -0.17984], [0.14591, -1.96529, -1.73584], [0.44446, 0.09326, -1.72755], [-2.44931, -2.03337, 1.87064], [-1.57362, -3.45417, 2.26096], [-2.81673, -3.61513, 1.05945]], "homo_lumo_gap_ev": 9.549, "e_homo_ha": -0.339}

=====

B | {"formula": "C5H13N3O2", "method": "ωB97M-V/def2-TZVPD", "symbols": ["C", "C", "N", "C", "O", "H", "H", "H", "H", "H", "H", "H", "C", "N", "C", "N", "O", "H", "H", "H", "H", "H", "H"], "coordinates": [[1.69218, -0.15783, 1.49695], [-0.72474, 0.31910, 0.68468], [-1.28634, 1.59234, 0.39150], [-1.34714, -0.51202, 1.56631], [0.86887, 0.78563, 0.86899], [-0.95530, 2.26331, 1.07747], [-2.29696, 1.51830, 0.42511], [2.19545, -0.81818, 0.77591], [2.45797, 0.34169, 2.10061], [1.11480, -0.81631, 2.16609], [-1.00603, -1.51350, 1.77786], [-2.00171, -0.08148, 2.31186], [-0.35241, -1.82016, -1.05841], [-0.42021, -0.34578, -0.98992], [0.78585, 0.30455, -1.60249], [0.53034, 1.59599, -1.92308], [1.75441, -0.33731, -1.91192], [-1.24929, -0.01719, -1.48273], [1.36206, 2.12299, -2.14765], [-0.10656, 2.07098, -1.28508], [-0.27561, -2.11634, -2.10240], [-1.26471, -2.21920, -0.62358], [0.52508, -2.15957, -0.51606]], "homo_lumo_gap_ev": 8.134, "e_homo_ha": -0.270}

=====

C | {"formula": "C5H13N3O2", "method": "ωB97M-V/def2-TZVPD", "symbols": ["C", "C", "O", "O", "H", "H", "H", "C", "C", "C", "N", "N", "N", "H", "H", "H", "H", "H", "H", "H", "H", "H", "H"], "coordinates": [[-2.69874, 0.57752, 1.67678], [-1.38444, 0.11248, 2.19380], [-0.70868, 1.35472, 2.32784], [-0.88358, -0.87457, 2.63223], [-2.55618, 1.59678, 1.44697], [-3.46881, 0.42198, 2.44128], [-2.98358, 0.04456, 0.77468], [0.38748, 0.19873, -1.83635], [-1.15089, 0.08453, -1.94101], [2.08474, -0.56591, -0.21318], [1.12223, -0.87558, -1.18004], [2.17493, 0.63064, 0.16636], [2.95738, -1.59649, 0.23140], [0.78120, 0.20337, -2.85094], [0.47333, 1.30099, -1.61593], [-1.53210, -0.95914, -1.99008], [-1.30980, 0.56432, -2.90209], [0.59553, -1.72265, -1.02652], [0.07417, 1.44628, 1.74947], [2.88672, 1.07535, 0.71626], [3.38866, -2.11841, -0.51567], [3.64472, -1.32665, 0.91611], [-1.89431, 0.42717, -1.20137]], "homo_lumo_gap_ev": 9.937, "e_homo_ha": -0.334}

=====

The data favor A; the next most stable structure lies 18.6 kcal/mol above it.

=====

A | {"formula": "C26H29F6N2O7S4Zr", "method": "ωB97M-V/def2-TZVPD", "symbols": ["Zr", "F", "C", "F", "F", "S", "O", "O", "N", "S", "O", "O", "C", "F", "F", "F", "O", "C", "C", "C", "C", "C", "C", "C", "C", "N", "H", "H", "H", "H", "H", "H", "H", "H", "H", "H", "H", "O", "S", "C", "C", "C", "C", "S", "O", "C", "C", "C", "C", "C", "C", "C", "C", "C", "C", "C", "C", "H", "H", "H", "H", "H", "H", "H", "H", "H", "H", "H", "H", "H", "H", "H", "H", "H", "H"], "coordinates": [[0.71092, 0.62684, 0.45216], [4.69715, 0.21287, 1.77166], [4.79042, 1.51439, 1.55911], [4.93410, 2.16277, 2.68940], [5.74822, 1.78397, 0.70974], [3.19297, 2.10513, 0.79830], [2.12191, 1.68449, 1.76502], [3.30753, 3.47162, 0.46574], [2.89169, 1.02741, -0.36081], [2.37928, 1.17310, -1.88972], [1.06912, 0.46939, -1.75374], [2.40511, 2.44629, -2.49902], [3.49598, 0.01821, -2.83417], [2.96128, -0.13792, -4.02192], [3.55599, -1.13299, -2.18971], [4.67438, 0.58476, -2.89550], [-0.08988, 0.43133, 2.52844], [-0.44998, -0.89679, 3.08427], [0.76324, -1.57236, 3.69268], [2.05572, -1.48839, 2.86348], [1.97669, -2.16286, 1.51960], [2.62907, -3.36397, 1.29430], [2.44924, -4.03581, 0.09588], [1.58255, -3.50414, -0.85124], [0.98363, -2.29690, -0.58328], [1.20183, -1.60081, 0.55814], [0.34993, 0.95960, 3.21392], [-0.86528, -1.43623, 2.23692], [-1.23739, -0.72904, 3.81578], [0.49364, -2.61717, 3.86569], [0.96693, -1.14935, 4.67874], [2.85163, -1.95943, 3.43853], [2.36781, -0.44730, 2.75514], [3.26121, -3.77392, 2.06988], [2.95994, -4.97185, -0.08933], [1.37303, -4.01462, -1.78023], [0.31074, -1.84912, -1.30241], [-1.20110, 0.12162, 0.01905], [-2.55874, -0.12075, -0.73153], [-2.64772, 1.16878, -2.01948], [-3.29552, 2.49352, -1.65071], [-2.47655, 3.34199, -0.68130], [-1.33266, 4.07124, -1.38672], [0.23331, 4.09344, -0.51497], [0.42189, 2.58268, -0.14867], [-0.09248, 4.92006, 0.99728], [0.43024, 6.20735, 1.06225], [0.17822, 6.97145, 2.19461], [-0.55519, 6.43428, 3.24049], [-1.04758, 5.13226, 3.17115], [-0.82515, 4.36423, 2.04305], [-3.82570, 0.28900, 0.42126], [-3.58775, 0.95648, 1.61303], [-4.66764, 1.21879, 2.44279], [-5.94784, 0.82410, 2.07390], [-6.16360, 0.14320, 0.88246], [-5.09438, -0.14685, 0.04838], [-3.19381, 0.66244, -2.81862], [-1.60996, 1.26142, -2.35566], [-4.29640, 2.32104, -1.25433], [-3.44405, 3.03215, -2.59085], [-2.07674, 2.70295, 0.10694], [-3.12128, 4.06466, -0.18343], [-1.54043, 5.13101, -1.55853], [-1.07960, 3.64194, -2.35993], [1.02876, 6.60778, 0.25292], [0.56896, 7.97732, 2.26089], [-0.74068, 7.02889, 4.12487], [-1.61092, 4.72820, 4.00149], [-1.21296, 3.35490, 1.98195], [-2.58492, 1.24685, 1.89862], [-4.51266, 1.72948, 3.38367], [-6.78281, 1.03487, 2.72830], [-7.15890, -0.18012, 0.61090], [-5.25278, -0.70946, -0.86495]], "homo_lumo_gap_ev": 8.202, "e_homo_ha": -0.635, "charge": 3}

=====

B | {"formula": "C26H29F6N2O7S4Zr", "method": "ωB97M-V/def2-TZVPD", "symbols": ["Zr", "F", "C", "F", "F", "S", "O", "O", "N", "S", "O", "O", "C", "F", "F", "F", "O", "C", "C", "C", "C", "C", "C", "C", "C", "N", "H", "H", "H", "H", "H", "H", "H", "H", "H", "H", "H", "O", "S", "C", "C", "C", "C", "S", "O", "C", "C", "C", "C", "C", "C", "C", "C", "C", "C", "C", "C", "H", "H", "H", "H", "H", "H", "H", "H", "H", "H", "H", "H", "H", "H", "H", "H", "H", "H"], "coordinates": [[-0.63606, 0.19634, 0.62460], [-0.64834, -3.62309, 1.20924], [-1.87673, -3.80512, 1.68636], [-2.43750, -4.84570, 1.12634], [-1.84923, -3.90804, 2.99377], [-2.89162, -2.29971, 1.26035], [-1.97933, -1.13862, 1.58821], [-4.10618, -2.34277, 1.96802], [-3.04835, -2.36101, -0.33023], [-2.16202, -1.39418, -1.14392], [-0.69964, -1.51962, -0.86918], [-2.40367, 0.04904, -0.91430], [-2.56825, -1.90986, -2.90065], [-2.18197, -3.15356, -3.03021], [-1.88303, -1.11269, -3.69408], [-3.85214, -1.76594, -3.06939], [0.28433, 0.92954, 2.51253], [0.04614, 2.08081, 3.41122], [-1.03428, 1.75429, 4.41122], [-2.26156, 1.11297, 3.75289], [-2.77476, 1.90432, 2.58059], [-3.81193, 2.80325, 2.78368], [-4.26967, 3.60047, 1.75103], [-3.66559, 3.48593, 0.50755], [-2.65048, 2.57286, 0.35803], [-2.19541, 1.78040, 1.35618], [1.02770, 0.38408, 2.80462], [-0.23565, 2.89574, 2.74883], [0.99767, 2.32182, 3.87948], [-1.30486, 2.68755, 4.91066], [-0.65460, 1.08436, 5.18411], [-3.05714, 1.04042, 4.49264], [-2.03088, 0.09338, 3.46076], [-4.25893, 2.86830, 3.76634], [-5.08212, 4.29638, 1.91351], [-3.97986, 4.08233, -0.33665], [-2.18942, 2.44891, -0.61172], [1.17724, -0.75961, 0.88369], [2.21183, -1.32350, -0.18099], [3.67641, -0.37434, 0.26121], [3.39622, 1.11973, 0.13712], [3.16878, 1.60180, -1.30085], [2.37696, 2.90380, -1.36726], [0.57991, 2.75884, -1.53142], [0.20880, 1.56844, -0.56464], [0.36032, 2.14267, -3.15664], [-0.04598, 3.10532, -4.07685], [-0.13952, 2.75055, -5.41482], [0.15365, 1.45243, -5.80605], [0.53127, 0.49430, -4.86811], [0.63785, 0.82974, -3.53066], [2.58052, -2.95376, 0.31560], [2.37502, -3.92974, -0.65696], [2.66168, -5.25012, -0.34514], [3.12706, -5.57247, 0.92165], [3.31328, -4.58663, 1.88998], [3.04618, -3.26434, 1.59330], [4.44700, -0.72508, -0.43094], [3.96837, -0.65885, 1.27179], [4.24791, 1.64783, 0.56918], [2.53874, 1.36868, 0.76587], [2.68113, 0.83861, -1.91107], [4.13196, 1.77883, -1.78115], [2.61979, 3.50411, -2.24859], [2.53135, 3.53910, -0.49250], [-0.27853, 4.11562, -3.76083], [-0.44523, 3.48589, -6.14601], [0.08060, 1.17860, -6.85005], [0.74456, -0.51722, -5.18681], [0.91419, 0.08157, -2.79800], [2.00631, -3.66351, -1.63979], [2.52271, -6.02359, -1.08759], [3.35057, -6.60313, 1.16314], [3.67577, -4.85446, 2.87289], [3.19068, -2.49969, 2.34590]], "homo_lumo_gap_ev": 8.671, "e_homo_ha": -0.634, "charge": 3}

=====

The data favor B; the next most stable structure lies 8.7 kcal/mol above it.